A structure of composition C45H40BrCl3CoN6O4S2. Source: the OMol25 dataset; level of theory: ωB97M-V/def2-TZVPD.

XYZ file:
```
102
Properties=species:S:1:pos:R:3:forces:R:3
Br -2.997840 -1.052954 7.557049 0.00 0.00 0.00
Co -0.932802 -1.206192 0.392610 -0.11 -0.03 0.09
Cl 1.377958 1.745387 -2.043318 -0.01 -0.01 0.00
Cl -0.392351 4.554384 -3.522170 -0.01 0.00 0.00
Cl 6.656061 1.042743 -2.605971 0.01 0.00 0.00
S -1.674234 -3.723164 -2.062031 0.01 -0.01 0.00
S 2.080098 4.086524 -5.102171 -0.01 0.03 -0.02
O 0.519878 -1.618532 -0.777451 0.02 0.02 0.00
O 2.666914 -1.318507 -2.426711 0.05 -0.04 0.04
O -2.736573 -2.216656 0.677164 0.00 -0.03 -0.01
O 2.315326 5.728755 -0.598328 -0.02 0.00 0.00
N 1.882135 2.649338 1.323493 0.05 -0.03 -0.03
N 1.029070 0.610601 1.440529 0.00 0.01 0.03
N -0.411637 -2.562967 1.604920 0.02 0.04 0.01
N -1.629731 0.101055 -0.898777 -0.02 0.00 -0.05
N -2.036705 0.123644 1.695741 0.04 -0.04 -0.11
N -1.436562 -3.134165 2.346191 -0.03 0.00 -0.01
C 1.959734 -2.156063 -3.330180 -0.03 -0.08 -0.01
C -3.103954 1.945009 -1.248764 0.00 0.00 0.02
C 4.037115 1.561487 -2.245697 0.02 -0.01 -0.01
C -6.124728 -4.147008 3.803494 0.00 0.00 0.00
C -2.487099 1.019024 -0.426073 0.00 0.00 -0.02
C 4.516365 3.929433 -0.883724 -0.01 0.00 0.00
C 2.079415 4.334962 -0.472443 0.02 0.03 -0.02
C -4.879043 -4.367976 4.379312 0.00 0.00 0.00
C 0.764219 -3.041842 1.750459 -0.03 -0.01 0.01
C -6.210672 -3.543233 2.557138 0.00 0.00 0.00
C -1.261463 -4.711737 -3.513518 -0.03 0.01 0.00
C 2.816021 -1.874678 -1.171303 -0.03 0.02 0.01
C 1.719113 6.307126 -1.758244 0.01 0.00 0.00
C -1.198086 -0.250209 3.919831 0.00 0.00 0.00
C -1.409695 -0.517140 5.259380 -0.01 0.00 0.00
C -2.286937 -0.074240 3.072615 0.02 0.00 0.04
C -3.583546 -0.198375 3.554533 -0.02 0.01 0.00
C 1.882647 -2.674815 0.906147 0.02 0.01 -0.03
C -3.807564 -3.373113 2.466135 0.00 0.01 0.00
C -2.716527 0.956202 1.023227 -0.01 0.01 0.03
C 3.562659 4.830780 -4.667807 0.00 -0.02 0.02
C 1.284432 4.836624 -3.783182 0.00 -0.02 0.02
C 5.584303 3.185896 -1.352229 0.01 -0.01 0.00
C 4.274612 -2.772499 0.523772 0.04 0.02 0.00
C -3.725531 -3.986050 3.714207 0.00 0.00 0.00
C -1.361695 0.068400 -2.199537 0.02 -0.01 0.01
C 5.328801 2.001256 -2.027216 -0.04 0.01 0.01
C 4.078842 -2.199783 -0.736737 -0.02 0.00 0.00
C 1.974534 4.063142 1.032001 -0.03 0.03 -0.01
C 3.436126 5.602356 -3.560510 0.00 0.01 -0.02
C 3.200541 3.522383 -1.081413 0.01 -0.02 -0.01
C -2.820332 1.916655 -2.606825 0.00 0.01 -0.01
C -3.798944 -0.484853 4.893859 0.00 -0.01 0.01
C 2.111395 5.609535 -3.025557 -0.01 0.02 -0.02
C -2.584550 -2.879019 1.764755 0.04 0.00 0.00
C -1.938468 0.966236 -3.087757 0.01 0.00 0.00
C 2.938987 1.786097 1.504239 -0.01 -0.01 0.03
C 1.671263 -2.039978 -0.344630 0.03 0.02 0.00
C 3.176386 -3.032867 1.310579 -0.04 -0.04 0.01
C 2.988877 2.335688 -1.769821 -0.02 -0.02 0.00
C 2.396997 0.539913 1.581125 0.02 0.01 -0.04
C -2.709388 -0.635231 5.732132 0.00 0.00 0.00
C 0.763619 1.881992 1.282255 0.01 0.00 0.04
C -3.379697 -4.259093 -1.845659 0.01 0.01 -0.01
C -5.055349 -3.155480 1.892455 0.00 0.00 0.00
H -0.573309 -0.657530 5.929531 0.00 0.00 0.00
H -7.024775 -4.446001 4.325858 0.00 0.00 0.00
H 6.603331 3.511339 -1.196075 0.00 0.00 0.00
H 2.473414 -3.116824 -3.442874 0.01 0.03 -0.02
H 0.630201 6.303521 -1.653480 0.00 0.00 0.00
H -1.899494 -4.455338 -4.360000 0.00 -0.01 0.00
H 2.907494 -0.399047 1.717197 0.00 0.01 0.00
H -3.760680 -3.716812 -0.982537 0.01 0.00 0.00
H 5.269988 -3.032768 0.856410 0.00 0.00 0.00
H -0.226277 -4.497490 -3.776178 0.00 0.00 0.00
H -7.178790 -3.371979 2.103122 0.00 0.00 0.00
H 3.956550 2.134509 1.546432 0.00 0.01 0.01
H 0.902669 -3.814671 2.504321 0.00 0.00 0.00
H -2.750018 -4.141755 4.153765 0.00 0.00 0.00
H -4.808541 -4.836380 5.352924 0.00 0.00 0.00
H -0.657551 -0.693479 -2.505522 0.00 0.00 0.00
H 2.858864 4.470055 1.523231 0.00 -0.01 0.02
H 4.914447 -2.007861 -1.399623 0.00 0.00 -0.01
H 4.256557 6.142302 -3.109798 0.00 0.01 0.00
H -3.283239 2.628205 -3.278072 0.00 0.00 0.00
H -3.791821 2.666802 -0.828666 0.00 0.00 0.00
H -3.428869 -5.330045 -1.648731 0.01 0.00 0.00
H 1.130978 4.066367 -0.946825 0.01 0.00 0.00
H 3.831936 0.621562 -2.740579 0.01 0.01 0.01
H 4.448477 4.647864 -5.253699 0.00 0.00 0.00
H 1.100883 4.575302 1.435451 0.00 0.00 0.00
H -1.687511 0.912713 -4.137644 0.00 0.00 0.00
H -5.103207 -2.669026 0.926760 0.00 0.00 0.00
H 1.947846 -1.642319 -4.289963 -0.04 0.01 -0.01
H -0.200460 -0.191578 3.503955 0.00 0.00 0.00
H -0.216206 2.312041 1.136305 0.00 0.01 0.00
H -3.979221 -4.019827 -2.724632 -0.01 0.00 0.00
H 0.939240 -2.338531 -2.983098 0.03 0.04 -0.02
H -4.423511 -0.145126 2.873385 0.00 0.00 -0.01
H -4.802931 -0.620556 5.270565 0.00 0.00 0.00
H 4.696912 4.860812 -0.360826 0.00 0.00 0.00
H 2.060018 7.341852 -1.768822 0.00 0.00 0.01
H -3.462706 1.613661 1.472671 0.01 -0.01 0.01
H 3.299047 -3.521184 2.271071 0.00 0.00 0.01
H -1.352478 -5.776988 -3.300902 0.00 0.00 0.01
```
Positions in Å, forces in eV/Å.

Computed properties:
strongest force on any atom	0.1	eV Å⁻¹
energy relative to the best compared isomer or geometry (same formula, charge and spin)	0.4807	eV
DFT total energy	-8502.08014	Eh
<S²>	0.886
2S+1	2
charge	0